1.
ORCA calculation (ωB97M-V/def2-TZVPD) on the molecule C4H7NO.

Structure (XYZ):
```
13
C4H7NO | the OMol25 dataset | ωB97M-V/def2-TZVPD
C -1.72304 -0.31300 -0.00557
N -1.26411 0.98822 0.45467
C -0.55153 0.34893 -0.64726
C 0.76392 -0.36314 -0.39539
C 1.89947 0.16442 0.62831
O 0.87105 -0.76908 0.90982
H -1.50545 -1.18037 0.61663
H -2.68771 -0.33101 -0.50634
H -0.73219 0.87824 1.31585
H -0.69025 0.84092 -1.60926
H 1.18312 -0.93294 -1.21098
H 2.85230 -0.33291 0.45339
H 1.58444 1.00170 -0.00388
```

The LUMO energy is 1.089 eV. Its molecular weight is 85.1 u. Its energy above the lowest of the compared OMol25 structures with the same formula, charge and spin is 121.2 kcal per mole. The maximum force comes out at 2.59 eV/A. The calculated total energy is -286.438561 Ha. The HOMO energy is -8.898 eV. The frontier orbital gap is 10.0 eV.


2.
ORCA calculation (ωB97M-V/def2-TZVPD) on the molecule C13H15NSi.

Structure (XYZ):
```
30
C13H15NSi | the OMol25 dataset | ωB97M-V/def2-TZVPD
C 0.22699 0.46776 1.43386
C 0.42396 0.04404 -0.03720
C 1.81268 -0.50388 -0.15964
C 2.39037 -1.67187 0.12463
C 3.77492 -1.20661 -0.23290
C 3.11012 0.15107 -0.57451
C 0.20745 1.20389 -0.97061
C -0.92893 1.90360 -1.05557
C -2.18394 1.60674 -0.42162
C -2.66801 0.37910 -0.13378
Si -4.44153 0.02910 0.39616
C -3.88357 -2.00168 -0.44359
N -2.65861 -2.00012 -0.71744
C -1.92088 -0.84338 -0.43639
C -0.58367 -0.98651 -0.45786
H 0.27391 -0.40888 2.07599
H -0.73570 0.95114 1.56640
H 1.01308 1.16113 1.72582
H 2.03732 -2.62123 0.48443
H 4.47713 -1.16997 0.59871
H 4.24277 -1.71459 -1.07522
H 3.17932 0.42897 -1.62562
H 3.43088 0.99102 0.04007
H 1.04654 1.48979 -1.58901
H -0.93825 2.78580 -1.68626
H -2.83312 2.46299 -0.27058
H -5.47934 0.71767 -0.36386
H -4.65762 0.00416 1.83972
H -4.49274 -2.87057 -0.61981
H -0.19478 -1.94222 -0.78096
```

The LUMO energy is 0.486 eV. Its molecular weight is 213.4 u. Its energy above the lowest of the compared OMol25 structures with the same formula, charge and spin is 86.3 kcal per mole. The maximum force comes out at 3.79 eV/A. The calculated total energy is -848.463448 Ha. The HOMO energy is -8.422 eV. The frontier orbital gap is 8.9 eV.


3.
ORCA calculation (ωB97M-V/def2-TZVPD) on the ion C5H10NO2 with charge +1.

Structure (XYZ):
```
18
C5H10NO2 | the OMol25 dataset | ωB97M-V/def2-TZVPD
C 0.97376 1.32542 -0.21011
C 0.15791 -0.03290 -0.25998
C -1.19484 0.25205 -0.20571
C -1.71211 1.47039 0.43486
C 0.91006 -2.20238 0.47457
N 0.72678 -1.22829 -0.57071
O -2.06482 -0.70229 -0.47929
O 2.25069 1.29648 -0.19435
H 0.29358 2.12882 -0.34680
H -1.10957 1.84091 1.16421
H -1.91093 2.24379 -0.35936
H -2.66251 1.27172 0.95440
H 2.02393 -2.32654 0.71682
H 0.35770 -1.82922 1.37333
H 0.54050 -3.24164 0.19491
H -1.62167 -1.33157 -0.95841
H 1.39576 -1.17961 -1.29695
H 2.64577 2.24486 -0.43144
```

The LUMO energy is -5.201 eV. As for the net charge: +1. Its molecular weight is 116.1 u. Its energy above the lowest of the compared OMol25 structures with the same formula, charge and spin is 69.8 kcal per mole. The maximum force comes out at 6.69 eV/A. The calculated total energy is -401.413784 Ha. The HOMO energy is -13.135 eV. The frontier orbital gap is 7.9 eV.


4.
ORCA calculation (ωB97M-V/def2-TZVPD) on a cluster of 12 separate species, C36H84N12O12 in total.

Structure (XYZ):
```
144
C36H84N12O12 | the OMol25 dataset | ωB97M-V/def2-TZVPD
C -2.84815 3.80743 -3.06195
N -2.18141 3.79815 -1.73755
C -0.68280 3.92129 -1.75215
C -2.90496 3.63500 -0.60970
O -2.42331 3.62760 0.53974
H -2.34347 3.12294 -3.74377
H -2.78730 4.81554 -3.47196
H -3.87383 3.47087 -2.91094
H -0.14901 3.96592 -0.80285
H -0.26343 3.12689 -2.36954
H -0.57156 4.87631 -2.26562
H -3.98168 3.44457 -0.73856
C 5.35975 -0.44379 6.33710
N 4.08715 -1.03279 5.91650
C 3.84971 -2.36211 6.39864
C 3.13988 -0.38120 5.20359
O 2.02731 -0.84081 4.89852
H 6.19586 -1.14301 6.34691
H 5.25001 -0.19944 7.39367
H 5.67234 0.35277 5.66192
H 4.71110 -3.01303 6.24899
H 3.70338 -2.35444 7.47874
H 2.97918 -2.88468 6.00216
H 3.42388 0.63745 4.89717
C 6.12779 -0.84430 2.90449
N 5.16615 -0.04086 2.02717
C 4.50656 -0.94757 1.08108
C 4.89241 1.26511 2.13938
O 5.54854 2.07905 2.78336
H 6.69309 -1.47188 2.21553
H 5.48740 -1.48212 3.51374
H 6.83777 -0.20607 3.43050
H 5.25127 -1.54714 0.55760
H 3.80783 -1.59299 1.61334
H 3.94412 -0.31529 0.39406
H 3.98530 1.54309 1.58074
C -4.82338 0.08973 -1.97950
N -6.20329 0.55347 -2.23849
C -6.32426 1.49554 -3.35560
C -7.26361 0.14421 -1.55578
O -8.43125 0.34607 -1.80914
H -4.18834 0.87641 -1.57213
H -4.33763 -0.37256 -2.83883
H -4.86722 -0.68416 -1.21315
H -7.34631 1.76084 -3.62602
H -5.94557 2.47473 -3.06257
H -5.85548 1.12634 -4.26776
H -6.97735 -0.50384 -0.71300
C 2.58126 3.68011 -2.42119
N 3.59788 2.73987 -2.90259
C 3.85655 2.86461 -4.37925
C 3.95836 1.73264 -2.06409
O 4.56522 0.71981 -2.48978
H 3.06890 4.61875 -2.15798
H 2.19018 3.34370 -1.46099
H 1.79417 3.80759 -3.16438
H 3.03866 2.34661 -4.88007
H 3.91936 3.92109 -4.64004
H 4.73378 2.32489 -4.73596
H 3.62530 1.88023 -1.02511
C 0.32666 0.42659 -3.62844
N -0.83660 0.62410 -4.54127
C -0.57148 1.61119 -5.61784
C -2.05092 0.23198 -4.05364
O -3.04529 0.63109 -4.62903
H 0.28517 -0.51750 -3.08524
H 0.43333 1.23079 -2.90044
H 1.25871 0.28398 -4.17527
H 0.06563 1.15422 -6.37504
H -1.52719 1.92017 -6.04123
H -0.07336 2.51635 -5.27050
H -2.00906 -0.38881 -3.14529
C -4.28753 1.64714 1.97698
N -4.05914 0.42075 2.71886
C -3.66663 0.78713 4.09340
C -4.31213 -0.80945 2.30148
O -4.10379 -1.78140 2.97740
H -3.51902 2.42011 1.97915
H -5.17234 2.17087 2.33883
H -4.51294 1.41478 0.93616
H -3.51131 -0.13693 4.65024
H -2.65084 1.18227 4.08159
H -4.35782 1.44158 4.62449
H -4.64593 -0.79625 1.25239
C 2.16319 -2.58005 -1.83257
N 2.43711 -2.58104 -3.24054
C 1.52757 -3.43720 -4.06717
C 3.62072 -2.12726 -3.77260
O 4.03090 -2.31353 -4.92975
H 2.69181 -1.73658 -1.38845
H 2.42370 -3.49758 -1.30496
H 1.08810 -2.42231 -1.74649
H 0.54453 -2.96772 -4.10343
H 1.91979 -3.70425 -5.04846
H 1.35703 -4.34429 -3.48735
H 4.26322 -1.69662 -2.98906
C -0.44667 4.03272 3.63836
N 0.73891 3.36319 3.04506
C 1.65216 2.65322 3.94067
C 1.14885 3.85905 1.87160
O 2.20361 3.44480 1.35045
H -0.15167 4.84885 4.29792
H -1.02119 3.28296 4.18231
H -1.09112 4.48422 2.88410
H 2.03199 3.35788 4.68045
H 1.04278 1.92313 4.47334
H 2.50336 2.23446 3.40383
H 0.48501 4.62935 1.44948
C -1.28304 0.20057 -0.18358
N -0.21190 0.27341 0.82487
C -0.65116 0.28964 2.22015
C 1.12194 0.42013 0.62890
O 1.59286 0.42108 -0.50696
H -1.90892 -0.66941 0.01514
H -0.94340 0.06395 -1.21026
H -1.98213 1.02400 -0.03745
H 0.11165 0.09623 2.97434
H -1.23524 1.20103 2.34793
H -1.37354 -0.51548 2.35449
H 1.73392 0.39244 1.54372
C 1.22317 -3.56178 1.26435
N 0.02813 -3.46759 2.21541
C -1.20231 -3.19610 1.47441
C 0.04559 -3.87961 3.49406
O -1.00356 -3.82355 4.15689
H 1.30975 -2.71839 0.57932
H 1.15693 -4.47101 0.66683
H 2.11876 -3.64548 1.87998
H -0.94078 -2.38295 0.79729
H -1.55915 -4.02065 0.85726
H -2.08677 -3.00626 2.08251
H 1.06128 -4.21380 3.75656
C -2.99461 -5.97003 -1.64437
N -2.70552 -4.53797 -2.00016
C -1.84380 -4.38562 -3.16190
C -3.30875 -3.56037 -1.33458
O -3.13694 -2.34741 -1.50521
H -3.71747 -6.16188 -0.85142
H -2.01936 -6.42183 -1.46309
H -3.29636 -6.57114 -2.50211
H -2.07611 -4.87734 -4.10654
H -1.91736 -3.37555 -3.56495
H -0.82900 -4.62706 -2.84568
H -3.89941 -4.03752 -0.53730
```

The LUMO energy is 0.301 eV. Its molecular weight is 877.1 u. Its energy above the lowest of the compared OMol25 structures with the same formula, charge and spin is 209.0 kcal per mole. The maximum force comes out at 4.06 eV/A. The calculated total energy is -2981.983662 Ha. The HOMO energy is -9.071 eV. The frontier orbital gap is 9.4 eV.


5.
ORCA calculation (ωB97M-V/def2-TZVPD) on a structure of composition C12H21AuNSb.

Structure (XYZ):
```
36
C12H21AuNSb | the OMol25 dataset | ωB97M-V/def2-TZVPD
Au -0.57431 -0.02156 -0.10439
C 2.84636 -0.27374 -2.07614
N 2.28578 0.31479 -0.87518
C 2.77604 1.66898 -0.68136
C 2.57256 -0.53347 0.27829
C 1.91645 -0.04985 1.54436
C 2.68008 0.12496 2.68977
C 2.09339 0.54223 3.87725
C 0.73688 0.79051 3.91299
C -0.02865 0.61901 2.76625
C 0.53584 0.19342 1.57064
H 3.94251 -0.38002 -2.01943
H 2.60781 0.35149 -2.93683
H 2.41506 -1.26363 -2.23381
H 3.87003 1.69905 -0.54359
H 2.30336 2.10864 0.19458
H 2.52278 2.26689 -1.55694
H 3.66296 -0.62464 0.42996
H 2.19313 -1.53405 0.04391
H 3.74638 -0.06271 2.65485
H 2.69794 0.67482 4.76518
H 0.26841 1.12005 4.83108
H -1.09203 0.82158 2.81005
C -5.02271 0.20500 -2.22424
Sb -3.56390 0.19750 -0.61423
C -1.93588 -0.21215 -2.01587
C -3.88076 -1.85282 -0.09045
H -4.88459 -0.65259 -2.88240
H -4.91406 1.11977 -2.80603
H -6.03181 0.17465 -1.81609
H -2.25830 -1.00671 -2.68853
H -0.96589 -0.60468 -1.64305
H -1.73136 0.68579 -2.59403
H -4.17902 -2.44350 -0.95305
H -4.65690 -1.91384 0.66775
H -2.95358 -2.24913 0.31874
```

The LUMO energy is 0.738 eV. Its molecular weight is 498.0 u. Its energy above the lowest of the compared OMol25 structures with the same formula, charge and spin is 15.4 kcal per mole. The maximum force comes out at 1.55 eV/A. The calculated total energy is -900.441854 Ha. The HOMO energy is -7.951 eV. The frontier orbital gap is 8.7 eV.


6.
ORCA calculation (ωB97M-V/def2-TZVPD) on a structure of composition C21H24ClNOsPSSe2Si.

Structure (XYZ):
```
53
C21H24ClNOsPSSe2Si | the OMol25 dataset | ωB97M-V/def2-TZVPD
Os 0.08478 -1.21549 -0.81320
C 2.00540 -2.48182 4.12802
Si 3.64472 -2.01017 3.37452
C 4.81729 -3.45939 3.37917
C 4.38136 -0.53515 4.24574
C 3.43518 -1.50280 1.54744
C 4.58016 -1.16326 0.80559
C 4.51331 -0.78689 -0.52326
C 3.27648 -0.76371 -1.14872
N 2.18118 -1.08362 -0.47346
C 2.26329 -1.42547 0.82819
S 0.54625 -1.70142 1.27937
H 2.18172 -2.79603 5.15980
H 1.53162 -3.31921 3.61261
H 1.30090 -1.64926 4.15944
H 5.01347 -3.78329 4.40335
H 5.77878 -3.21151 2.92559
H 4.39897 -4.30839 2.83533
H 4.57273 -0.76876 5.29502
H 3.70670 0.32243 4.21239
H 5.33081 -0.23265 3.79964
H 5.55164 -1.19346 1.28637
H 5.40252 -0.52410 -1.07726
H 3.15083 -0.50625 -2.19147
Se -2.44214 -1.23520 -0.92218
P -2.28251 0.88399 -1.42571
Se -0.05629 1.05757 -1.48269
C -3.03296 1.32677 -2.99221
C -2.28880 1.82042 -4.05806
C -2.92885 2.14483 -5.24576
C -4.29868 1.97092 -5.36573
C -5.04149 1.47368 -4.30090
C -4.41322 1.15210 -3.11143
C -2.97502 1.97162 -0.17843
C -3.46910 3.22419 -0.53909
C -3.95082 4.07773 0.44128
C -3.93921 3.68247 1.77066
C -3.44428 2.43455 2.13026
C -2.96076 1.57629 1.15937
H -1.21786 1.95009 -3.96988
H -2.35446 2.53177 -6.07634
H -4.79406 2.22306 -6.29375
H -6.10941 1.33605 -4.40058
H -4.99178 0.76390 -2.28080
H -3.48301 3.53094 -1.57718
H -4.34021 5.04772 0.16406
H -4.32456 4.34680 2.53263
H -3.44300 2.13106 3.16827
H -2.58720 0.59652 1.43082
Cl 1.85005 -3.23877 -2.72905
C 0.25328 -2.71511 -2.15367
H -0.25614 -3.58382 -1.72455
H -0.32761 -2.38246 -3.01964
```

The LUMO energy is -4.193 eV. As for the net charge: +1. Its molecular weight is 765.2 u. Its energy above the lowest of the compared OMol25 structures with the same formula, charge and spin is 1.0 kcal per mole. The maximum force comes out at 0.10 eV/A. The calculated total energy is -7252.042425 Ha. The HOMO energy is -11.233 eV. The frontier orbital gap is 7.0 eV.